[1]
Below is the molecule C22H36N4O3, with properties calculated with ωB97M-V/def2-TZVPD.

Properties
ΔE to the lowest compared entry with this formula, charge and spin in kcal/mol: 14.3

ORCA input file:
```
! wB97M-V def2-TZVPD RIJCOSX def2/J DEFGRID3
* xyz 0 1
C -2.72 5.70 -3.58
O -2.02 4.52 -3.91
C -2.08 4.24 -5.30
C -1.31 2.97 -5.57
C -1.93 1.76 -4.89
C -1.13 0.47 -5.13
C 0.32 0.62 -4.69
O 1.25 0.61 -5.47
N 0.50 0.82 -3.36
C 1.81 1.11 -2.79
C 1.64 1.71 -1.41
C 1.10 0.72 -0.37
C 1.98 -0.53 -0.27
N 1.51 -1.55 0.71
C 2.04 -2.89 0.50
C 1.04 -1.18 1.95
O 0.52 -0.10 2.18
C 1.16 -2.13 3.08
C 2.17 -2.95 3.54
N 1.91 -3.39 4.80
C 0.75 -2.85 5.12
N 0.25 -2.08 4.13
C -1.01 -1.35 4.20
C -1.88 -1.92 5.30
C -1.11 -2.06 6.60
C -2.02 -2.46 7.76
C 0.00 -3.09 6.39
C 2.12 -1.14 -1.67
C 2.67 -0.15 -2.69
H -2.62 5.85 -2.51
H -2.31 6.57 -4.10
H -3.79 5.61 -3.84
H -3.13 4.14 -5.61
H -1.65 5.08 -5.87
H -1.27 2.81 -6.65
H -0.28 3.11 -5.24
H -2.01 1.96 -3.82
H -2.95 1.61 -5.25
H -1.59 -0.35 -4.59
H -1.11 0.22 -6.19
H -0.31 0.86 -2.76
H 2.30 1.82 -3.46
H 2.62 2.07 -1.07
H 0.99 2.59 -1.46
H 1.02 1.22 0.58
H 0.08 0.40 -0.63
H 2.98 -0.21 0.05
H 1.64 -3.56 1.25
H 1.72 -3.27 -0.47
H 3.13 -2.92 0.55
H 3.08 -3.22 3.04
H -0.79 -0.29 4.37
H -1.50 -1.41 3.22
H -2.74 -1.26 5.43
H -2.27 -2.90 5.00
H -0.65 -1.09 6.83
H -2.52 -3.41 7.53
H -1.45 -2.60 8.68
H -2.78 -1.71 7.94
H -0.43 -4.09 6.37
H 0.72 -3.08 7.22
H 2.79 -2.00 -1.66
H 1.14 -1.50 -2.00
H 2.74 -0.61 -3.67
H 3.68 0.16 -2.39
*
```

The computed Mulliken charges, all in e, follow: -0.782, -0.218, -0.752, -0.397, -0.537, -0.980, 0.433, -0.658, 0.192, -0.042, -1.558, -0.487, 0.324, 0.133, -1.364, 1.079, -0.663, -0.713, -0.242, -0.860, 0.406, 0.263, -0.377, -1.011, 0.661, -1.710, -0.721, -0.818, -1.404, 0.217, 0.304, 0.317, 0.386, 0.422, 0.307, 0.252, 0.253, 0.423, 0.336, 0.341, 0.246, 0.523, 0.504, 0.379, 0.475, 0.200, 0.000, 0.612, 0.359, 0.284, 0.463, 0.274, 0.360, 0.391, 0.322, 0.236, 0.357, 0.409, 0.402, 0.219, 0.362, 0.580, 0.346, 0.459, 0.486


[2]
Below is C22H36NTi as an isolated structure in a non-equilibrium geometry, with properties calculated with ωB97M-V/def2-TZVPD.

Properties
E_tot in eV: -47987.404

ORCA input file:
```
! wB97M-V def2-TZVPD RIJCOSX def2/J DEFGRID3
* xyz 2 2
C 1.59 -0.65 -3.07
H 1.42 -1.43 -3.83
H 1.38 0.32 -3.54
H 0.86 -0.81 -2.27
C 3.02 -0.71 -2.54
H 3.15 0.06 -1.76
H 3.20 -1.68 -2.05
C 4.07 -0.50 -3.64
H 5.09 -0.54 -3.24
H 3.98 -1.27 -4.42
H 3.94 0.48 -4.12
C -0.27 1.81 1.27
C 1.06 2.35 1.02
C 1.07 2.75 -0.32
C -0.27 2.60 -0.87
C -1.12 2.12 0.13
C -2.60 1.96 0.08
C -0.66 3.02 -2.25
C 2.22 3.33 -1.08
C 2.16 2.47 2.02
C -0.78 1.41 2.61
Ti 0.47 0.51 -0.19
H -1.61 2.59 -2.55
H -0.75 4.10 -2.33
H 0.08 2.71 -2.99
H -2.96 1.84 -0.94
H -2.93 1.09 0.64
H -3.10 2.84 0.50
H -0.01 0.91 3.20
H -1.10 2.29 3.18
H -1.62 0.73 2.54
H 3.14 2.49 1.54
H 2.05 3.39 2.61
H 2.16 1.64 2.72
H 2.27 2.94 -2.10
H 2.14 4.41 -1.15
H 3.17 3.10 -0.60
C -2.02 -3.36 3.06
N -1.07 -2.24 2.85
C -0.07 -2.26 3.93
C -0.37 -2.28 1.54
C -1.24 -2.08 0.31
C -2.20 -3.05 -0.07
C -2.96 -2.88 -1.23
C -2.77 -1.77 -2.04
C -1.81 -0.82 -1.70
C -1.05 -0.96 -0.53
H -1.54 -4.34 2.86
H -2.93 -3.23 2.44
H -2.40 -3.36 4.11
H -1.61 -1.36 2.93
H 0.52 -3.20 3.92
H 0.62 -1.40 3.84
H -0.57 -2.16 4.93
H 0.39 -1.47 1.53
H 0.19 -3.24 1.42
H -2.35 -3.95 0.50
H -3.69 -3.63 -1.51
H -3.35 -1.65 -2.95
H -1.64 0.03 -2.35
*
```

The computed Mulliken charges, all in e, follow: -0.470, 0.482, 0.258, -0.224, 0.065, 0.028, 0.310, -1.396, 0.373, 0.347, 0.332, -0.111, 1.142, 0.490, 0.655, 0.837, -1.512, -1.707, -1.567, -1.701, -1.284, 0.101, 0.364, 0.371, 0.345, 0.405, 0.321, 0.374, 0.244, 0.330, 0.249, 0.438, 0.358, 0.354, 0.326, 0.346, 0.394, -0.974, 0.300, -0.821, -0.771, 0.352, -0.368, -1.014, -0.771, 0.127, 0.255, 0.378, 0.439, 0.394, 0.269, 0.371, 0.270, 0.397, -0.025, 0.442, 0.678, 0.426, 0.464, 0.518


[3]
Below is a 4-piece molecular cluster, C22H36O12S overall in a non-equilibrium geometry, with properties calculated with ωB97M-V/def2-TZVPD.

Properties
E_tot in eV: -58801.168

ORCA input file:
```
! wB97M-V def2-TZVPD RIJCOSX def2/J DEFGRID3
* xyz 0 1
C 3.75 8.51 -6.09
C 4.32 7.43 -5.50
C 4.84 6.28 -6.33
C 4.41 4.91 -5.91
C 4.06 3.91 -6.72
C 3.99 3.84 -8.21
S 2.45 4.46 -8.95
C 1.17 4.22 -7.69
C 1.16 5.27 -6.55
C 3.73 2.72 -5.85
O 3.09 1.76 -6.09
O 4.38 2.97 -4.65
C 4.31 4.37 -4.52
O 4.19 4.91 -3.47
H 4.10 9.52 -5.92
H 2.88 8.42 -6.74
H 4.45 7.38 -4.42
H 4.49 6.44 -7.35
H 5.92 6.38 -6.37
H 4.79 4.48 -8.59
H 4.23 2.83 -8.51
H 0.24 4.33 -8.24
H 1.16 3.21 -7.30
H 1.04 4.76 -5.59
H 0.33 5.96 -6.67
H 2.06 5.87 -6.56
C 4.33 2.07 -1.67
C 4.39 0.61 -2.07
O 4.14 -0.26 -0.95
C 2.86 -0.41 -0.61
O 1.92 0.10 -1.16
O 2.80 -1.22 0.45
C 1.49 -1.41 0.97
H 5.00 2.27 -0.83
H 4.61 2.70 -2.50
H 3.32 2.35 -1.35
H 5.38 0.36 -2.42
H 3.69 0.39 -2.88
H 0.80 -1.73 0.18
H 1.12 -0.50 1.43
H 1.56 -2.19 1.72
C -2.33 -3.96 5.66
C -1.63 -5.03 4.84
O -2.27 -5.24 3.58
C -2.00 -4.34 2.64
O -1.26 -3.39 2.75
O -2.69 -4.66 1.55
C -2.55 -3.74 0.47
H -3.39 -4.20 5.76
H -1.89 -3.89 6.65
H -2.26 -2.99 5.17
H -1.67 -5.99 5.36
H -0.58 -4.78 4.69
H -1.50 -3.56 0.23
H -3.03 -2.79 0.71
H -3.04 -4.19 -0.39
C -7.79 -3.45 10.12
C -6.41 -4.07 10.24
O -6.38 -5.40 9.70
C -6.30 -5.48 8.37
O -6.24 -4.55 7.61
O -6.31 -6.77 8.03
C -6.30 -7.00 6.62
H -8.54 -4.11 10.56
H -7.82 -2.49 10.62
H -8.06 -3.31 9.07
H -6.14 -4.18 11.29
H -5.65 -3.46 9.76
H -5.48 -6.47 6.14
H -7.25 -6.70 6.18
H -6.17 -8.07 6.48
*
```

The computed Mulliken charges, all in e, follow: -0.749, -0.328, -0.725, 0.470, 0.435, -1.100, -0.134, -0.493, -0.585, 0.266, -0.520, -0.217, 0.260, -0.502, 0.258, 0.256, 0.360, 0.438, 0.451, 0.428, 0.436, 0.373, 0.342, 0.208, 0.410, -0.069, -0.688, -0.224, -0.375, 0.733, -0.563, -0.341, -0.583, 0.345, 0.016, 0.284, 0.348, 0.292, 0.244, 0.307, 0.238, -1.046, -0.206, -0.362, 0.780, -0.543, -0.344, -0.574, 0.249, 0.369, 0.302, 0.296, 0.329, 0.231, 0.287, 0.228, -1.083, -0.180, -0.367, 0.800, -0.555, -0.343, -0.478, 0.291, 0.352, 0.310, 0.290, 0.306, 0.150, 0.284, 0.225


[4]
Below is a 8-piece molecular cluster, C22H36O24P3S overall in a non-equilibrium geometry, with properties calculated with ωB97M-V/def2-TZVPD.

Properties
E_tot in eV: -111234.103

ORCA input file:
```
! wB97M-V def2-TZVPD RIJCOSX def2/J DEFGRID3
* xyz 1 1
C -0.74 -1.91 2.77
P -1.92 -1.29 1.47
O -3.20 -2.39 1.47
P -1.06 -1.54 -0.54
P 1.08 -1.13 -0.72
O 1.79 -0.66 0.69
O 1.32 0.15 -1.77
S 1.85 -2.72 -1.53
H 0.33 -1.87 2.49
H -0.96 -2.92 3.15
H -0.86 -1.22 3.63
H -3.18 -2.90 2.29
H -1.72 -0.58 -1.39
H -1.36 -2.81 -1.14
H 2.45 -1.35 0.86
H 0.93 -0.08 -2.63
C 0.75 2.79 -4.88
C 0.58 3.83 -3.81
O -0.66 3.44 -3.18
C -0.83 2.12 -3.42
O -1.66 1.45 -2.90
O 0.07 1.66 -4.32
H 1.79 2.57 -5.08
H 0.26 3.07 -5.82
H 1.37 3.80 -3.07
H 0.50 4.84 -4.21
C 0.07 -0.76 8.42
C 0.44 -0.23 7.06
O 0.60 -1.42 6.29
C -0.13 -2.39 6.89
O -0.34 -3.46 6.41
O -0.58 -1.99 8.10
H -0.60 -0.09 8.95
H 0.94 -0.97 9.04
H -0.35 0.38 6.62
H 1.36 0.36 7.07
C -2.54 2.18 11.75
C -1.10 2.64 11.72
O -0.67 2.19 10.43
C -1.76 2.07 9.65
O -1.73 1.87 8.47
O -2.90 2.19 10.37
H -3.18 2.85 12.32
H -2.65 1.17 12.14
H -1.00 3.72 11.76
H -0.50 2.19 12.51
C -3.16 -4.84 -2.88
C -3.94 -3.58 -3.11
O -4.13 -3.57 -4.52
C -4.03 -4.86 -4.95
O -4.30 -5.23 -6.04
O -3.58 -5.67 -3.95
H -3.38 -5.30 -1.92
H -2.07 -4.68 -2.96
H -4.92 -3.60 -2.62
H -3.41 -2.68 -2.79
C -3.03 5.40 -4.74
C -4.48 5.23 -4.37
O -5.15 5.97 -5.38
C -4.32 6.03 -6.46
O -4.64 6.43 -7.53
O -3.08 5.56 -6.15
H -2.43 4.53 -4.47
H -2.58 6.29 -4.29
H -4.81 4.19 -4.41
H -4.71 5.63 -3.38
C 4.49 -5.71 -2.79
C 5.24 -6.91 -2.29
O 4.55 -7.24 -1.09
C 3.29 -6.74 -1.19
O 2.41 -6.98 -0.44
O 3.17 -5.93 -2.27
H 4.47 -5.64 -3.88
H 4.88 -4.77 -2.38
H 5.18 -7.76 -2.98
H 6.29 -6.70 -2.09
C 5.49 3.63 -5.54
C 5.79 2.96 -4.23
O 5.10 3.78 -3.28
C 4.11 4.42 -3.95
O 3.25 5.05 -3.42
O 4.22 4.25 -5.29
H 5.43 2.94 -6.37
H 6.22 4.41 -5.78
H 5.38 1.94 -4.18
H 6.86 2.92 -4.01
*
```

The computed Mulliken charges, all in e, follow: -0.844, 0.302, -0.478, 0.332, 0.594, -0.410, -0.399, -0.278, 0.268, 0.371, 0.249, 0.334, 0.139, 0.107, 0.356, 0.299, -0.204, -0.335, -0.361, 0.795, -0.604, -0.378, 0.209, 0.286, 0.309, 0.345, 0.112, -0.278, -0.345, 0.694, -0.541, -0.340, -0.175, 0.266, 0.223, 0.363, -0.334, -0.295, -0.317, 0.699, -0.530, -0.317, 0.296, 0.266, 0.273, 0.296, -0.340, -0.007, -0.337, 0.591, -0.479, -0.334, 0.317, 0.275, 0.277, 0.040, 0.234, -0.365, -0.320, 0.639, -0.505, -0.324, -0.234, 0.229, 0.289, 0.319, -0.302, -0.333, -0.316, 0.625, -0.514, -0.278, 0.324, 0.237, 0.261, 0.296, -0.304, -0.315, -0.310, 0.693, -0.551, -0.320, 0.290, 0.297, 0.231, 0.305